DFT (wB97M-V/def2-TZVPD) results for C9H18FN2 as an isolated structure in a non-equilibrium geometry.

The geometry in XYZ format:
```
30
Properties=species:S:1:pos:R:3:mulliken_charge:R:1
C -3.0088 -0.1791 0.9219 -0.782
C 2.0086 -1.6192 -0.5844 -0.739
C 0.6499 -1.4162 0.1782 -0.522
C -2.0273 1.0499 0.6159 -1.193
C -2.9841 -0.9301 -0.4340 -0.692
C 2.7475 -0.3356 -0.1902 -0.528
C 0.5264 0.0634 0.4581 -0.488
C -1.1486 0.5270 -0.4425 1.034
C 2.3075 1.9429 0.3928 -1.114
N -1.7744 -0.5270 -1.1651 -0.322
N 1.7247 0.7653 -0.2515 -0.071
F -0.6659 1.4589 -1.3117 -0.429
H -2.7328 -0.9371 1.6044 0.307
H -3.9070 0.1334 1.2991 0.486
H 2.6028 -2.5563 -0.2625 0.335
H 1.7575 -1.8846 -1.6771 0.309
H -0.0244 -1.8687 -0.5537 0.253
H 0.6713 -1.8473 1.1923 0.329
H -2.5151 1.9339 0.2636 0.456
H -1.6039 1.5080 1.4266 0.500
H -3.1786 -2.0198 -0.1177 0.285
H -3.8005 -0.5029 -0.8999 0.442
H 3.1519 -0.3244 0.7926 0.386
H 3.6771 0.0022 -0.8326 0.373
H 0.5213 0.3049 1.5374 0.443
H 3.2354 2.2082 -0.1187 0.362
H 1.5946 2.7118 0.1507 0.362
H 2.3367 1.6630 1.3772 0.469
H -1.8083 -0.4186 -2.1429 0.278
H 1.6663 1.0942 -1.2263 0.471
```

As for the energy above the lowest of the compared OMol25 structures with the same formula, charge and spin: 0.522 eV. The calculation puts the largest force on an atom at 4.13 eV Å⁻¹. The value obtained for the HOMO energy is -12.665 eV. Its total energy is -15313.4888 eV. The charge is +1.